1.
The following is a DFT calculation (ωB97M-V with the def2-TZVPD basis set) of 2 unconnected molecules or ions with the total composition C3H11NOS in a non-equilibrium geometry.

For the energy above the lowest of the compared OMol25 structures with the same formula, charge and spin, the calculation gives 4.3 kcal/mol. The total energy is -649.075143 hartree. The HOMO-LUMO gap comes out at 0.373 Eh.

Cartesian coordinates (Å):
1 C 1.140815 -1.228501 0.488650
2 C -0.123452 -0.740302 -0.204293
3 N 0.096959 0.163617 -1.290074
4 C -1.062132 -0.115646 0.793072
5 S -2.788196 0.239407 0.267166
6 H 0.894555 -1.721287 1.421337
7 H 1.825480 -1.745422 -0.169047
8 H 1.700388 -0.351872 0.833978
9 H -0.618181 -1.695462 -0.486481
10 H -0.732447 0.661824 -1.568259
11 H 0.727251 -0.111196 -2.030442
12 H -0.682640 0.852134 1.113332
13 H -1.194711 -0.728697 1.677258
14 H -2.962320 -0.935595 -0.358111
15 O 1.574390 2.644506 -0.327266
16 H 1.155563 2.925055 0.491616
17 H 1.048678 1.887437 -0.652436

Force components x, y, z for each atom (eV/Å):
C 0.41 1.95 0.43
C -0.64 -1.74 0.07
N 0.66 0.74 0.22
C -0.70 0.48 0.69
S 0.46 -0.06 -0.48
H -0.02 -0.76 -0.20
H -0.11 -0.57 -0.04
H 0.09 0.15 -0.13
H -0.11 0.31 -0.43
H -0.08 -0.22 -0.43
H -0.40 -0.13 0.04
H 0.12 0.13 0.10
H 0.41 -0.21 0.08
H -0.11 0.01 0.05
O -0.08 -0.11 -0.07
H -0.01 -0.03 -0.06
H 0.11 0.06 0.16



2.
The following is a DFT calculation (ωB97M-V with the def2-TZVPD basis set) of 2 unconnected molecules or ions with the total composition C3H11NOS in a non-equilibrium geometry.

For the energy above the lowest of the compared OMol25 structures with the same formula, charge and spin, the calculation gives 27.1 kcal/mol. The total energy is -649.038886 hartree. The HOMO-LUMO gap comes out at 0.339 Eh.

Cartesian coordinates (Å):
1 C 3.060746 1.027134 1.675977
2 S 3.960049 -0.409181 0.913131
3 C 2.737939 -0.933511 -0.331732
4 H 2.622715 1.594748 0.866071
5 H 2.456408 0.664720 2.492738
6 H 3.863078 1.643491 2.081575
7 H 1.704670 -0.806749 -0.001154
8 H 3.063279 -1.952273 -0.521180
9 H 2.723142 -0.426264 -1.293907
10 N -3.018457 1.070227 -0.913124
11 C -3.231014 -0.363066 -1.033991
12 O -3.973233 -0.763419 0.107641
13 H -2.064038 1.331573 -0.932167
14 H -3.546457 1.387276 -0.108774
15 H -2.235315 -0.840557 -0.978393
16 H -3.728046 -0.619946 -1.973244
17 H -4.395464 -1.604211 -0.049467

Force components x, y, z for each atom (eV/Å):
C 1.79 -0.67 -0.47
S -0.82 0.80 -0.12
C 0.14 0.12 -0.03
H -0.61 0.00 0.19
H -0.62 0.19 -0.15
H -0.10 0.06 0.15
H 0.17 -0.65 0.49
H -0.66 -0.28 -0.05
H 0.70 0.43 -0.01
N -1.50 -0.61 -0.41
C 1.15 0.32 0.58
O -0.05 0.33 -0.06
H 0.68 0.27 0.42
H 0.40 0.28 -0.10
H -0.32 -0.15 -0.41
H -0.18 -0.09 0.13
H -0.17 -0.34 -0.15